{"formula": "C25H22Cl3IrN4O3S", "method": "ωB97M-V with the def2-TZVPD basis set", "symbols": ["Ir", "Cl", "Cl", "Cl", "S", "O", "O", "O", "N", "N", "N", "N", "C", "C", "C", "C", "C", "C", "C", "C", "C", "C", "C", "C", "C", "C", "C", "C", "C", "C", "C", "C", "C", "C", "C", "C", "C", "H", "H", "H", "H", "H", "H", "H", "H", "H", "H", "H", "H", "H", "H", "H", "H", "H", "H", "H", "H", "H", "H"], "coordinates": [[-0.010, 0.315, -0.159], [-0.331, -2.707, -2.424], [-1.621, -6.779, 0.790], [-2.815, -1.770, 2.299], [1.675, 1.920, 0.211], [1.225, -1.222, 0.283], [-1.501, -0.991, -0.124], [0.570, 0.261, -2.056], [-0.537, 0.603, 1.749], [4.124, 2.129, -0.829], [3.371, 0.083, -0.896], [-1.421, 1.670, -0.523], [-0.136, -0.103, 2.739], [1.873, -2.933, 4.002], [-2.111, -2.857, 1.145], [-1.000, -4.606, -0.674], [0.768, -1.216, 2.678], [-0.024, 0.881, -3.048], [-1.134, 2.131, -5.325], [0.486, 0.637, -4.338], [5.174, 1.426, -1.572], [1.396, -1.700, 1.501], [-1.755, 2.108, -1.683], [-1.583, -5.079, 0.485], [4.708, -0.043, -1.474], [-1.644, 2.388, -4.082], [-1.116, 1.782, -2.922], [3.099, 1.321, -0.549], [-0.966, -3.242, -0.914], [-2.158, -4.210, 1.400], [-2.275, 1.885, 0.656], [-1.417, 1.765, 1.907], [2.254, -2.809, 1.621], [2.487, -3.407, 2.835], [-0.058, 1.240, -5.443], [1.032, -1.858, 3.909], [-1.497, -2.315, -0.001], [4.665, -0.533, -2.444], [0.349, 1.018, -6.422], [-2.767, 2.857, 0.607], [-0.586, -5.289, -1.401], [-2.479, 3.070, -3.970], [5.210, 1.776, -2.603], [5.348, -0.628, -0.813], [2.724, -0.678, -0.692], [-0.522, 0.152, 3.726], [-2.616, 2.773, -1.738], [-2.628, -4.582, 2.298], [2.056, -3.411, 4.954], [-3.028, 1.094, 0.656], [-0.791, 2.654, 2.026], [-2.042, 1.657, 2.794], [4.030, 3.130, -0.802], [-1.556, 2.601, -6.202], [0.541, -1.479, 4.797], [2.708, -3.190, 0.715], [6.146, 1.581, -1.111], [3.150, -4.261, 2.886], [1.312, -0.057, -4.425]], "forces_ev_per_a": [[0.234, 0.059, 0.292], [0.080, 0.181, -0.001], [0.006, -0.021, 0.008], [-0.154, -0.078, 0.044], [-0.126, 0.011, -0.059], [0.185, 0.111, -0.129], [-0.192, -0.016, -0.661], [-0.193, -0.408, 0.075], [0.158, 0.125, -0.062], [-0.015, -0.019, 0.008], [-0.130, -0.055, -0.055], [0.006, -0.044, 0.070], [0.008, -0.046, -0.016], [-0.013, 0.003, 0.000], [0.128, 0.004, -0.078], [0.002, 0.030, -0.005], [0.029, 0.057, 0.012], [0.039, 0.117, 0.006], [-0.010, 0.003, 0.015], [0.009, 0.013, -0.029], [0.003, 0.000, 0.011], [-0.093, -0.078, 0.004], [0.017, 0.025, -0.025], [-0.032, 0.027, 0.043], [0.029, -0.023, 0.019], [0.008, 0.007, -0.020], [0.006, -0.020, 0.029], [-0.004, 0.045, 0.040], [-0.152, 0.163, 0.069], [0.003, -0.072, 0.024], [-0.005, -0.012, 0.003], [0.004, -0.023, 0.007], [-0.001, -0.014, 0.008], [0.002, 0.002, -0.011], [0.009, -0.006, -0.001], [-0.002, -0.007, 0.003], [0.174, -0.071, 0.324], [0.002, 0.003, 0.000], [0.000, 0.004, -0.001], [-0.001, 0.001, -0.002], [0.001, 0.002, -0.002], [-0.002, -0.003, 0.001], [-0.010, -0.001, -0.001], [-0.007, -0.003, 0.001], [-0.003, 0.019, 0.026], [0.012, 0.001, -0.003], [-0.002, -0.005, -0.002], [-0.001, -0.004, 0.002], [0.001, -0.001, 0.000], [0.005, 0.004, 0.004], [-0.005, 0.009, -0.006], [0.001, 0.000, 0.005], [0.002, 0.005, 0.008], [-0.001, 0.000, 0.000], [0.001, 0.004, 0.001], [-0.004, 0.001, 0.000], [0.003, 0.000, -0.008], [-0.002, -0.002, 0.000], [-0.006, -0.003, 0.014]], "mulliken_spin": [0.496, 0.006, 0.005, 0.003, 0.044, 0.058, 0.131, 0.135, -0.007, 0.003, 0.004, 0.002, -0.017, 0.006, 0.016, -0.020, 0.017, 0.019, 0.040, 0.028, 0.000, 0.014, -0.020, 0.035, -0.001, -0.025, 0.018, 0.003, 0.028, -0.014, -0.007, -0.001, -0.003, 0.000, -0.019, -0.002, 0.016, 0.000, 0.000, -0.001, 0.000, -0.001, 0.000, 0.000, 0.003, -0.002, 0.000, 0.000, 0.000, 0.004, 0.002, 0.000, 0.001, 0.002, 0.000, 0.000, 0.000, 0.000, 0.001], "homo_energy_ev": [-10.57, -10.43], "energy_ev": -89623.3185, "s_squared": 0.7596, "relative_energy_kcal_mol": 0.0, "charge": 1, "fmax_ev_per_a": 0.7, "gap_ev": [7.81, 5.28], "multiplicity": 2}

{"formula": "C25H22ClNO4S", "method": "ωB97M-V with the def2-TZVPD basis set", "symbols": ["Cl", "S", "O", "O", "O", "O", "N", "C", "C", "C", "C", "C", "C", "C", "C", "C", "C", "C", "C", "C", "C", "C", "C", "C", "C", "C", "C", "C", "C", "C", "C", "C", "H", "H", "H", "H", "H", "H", "H", "H", "H", "H", "H", "H", "H", "H", "H", "H", "H", "H", "H", "H", "H", "H"], "coordinates": [[-0.953, 0.056, 2.193], [-0.038, -2.711, 1.424], [6.449, 2.757, -2.492], [-0.206, -3.645, 0.312], [-5.435, 2.536, -2.146], [1.240, -2.202, 1.819], [-2.139, -6.643, 7.116], [-0.955, -1.170, 0.983], [-3.148, -0.105, -1.234], [-4.299, 0.570, -1.592], [-1.966, 2.007, -1.042], [4.032, 2.805, -2.107], [6.523, 4.189, -2.339], [-1.572, -5.051, 5.125], [-0.533, -3.071, 4.221], [1.815, 0.031, -0.961], [-0.684, -0.164, -0.609], [4.169, 0.028, -1.718], [5.286, 0.705, -2.145], [2.937, 0.720, -1.499], [5.273, 2.126, -2.224], [-1.833, -5.941, 6.245], [-1.867, -5.490, 3.829], [-3.110, 2.711, -1.442], [-0.973, -3.802, 5.331], [-4.278, 1.970, -1.741], [-1.430, -4.757, 2.732], [2.914, 2.116, -1.719], [-5.437, 3.969, -2.307], [-1.948, 0.589, -0.964], [0.536, 0.521, -1.027], [-0.725, -3.568, 2.916], [-5.141, 4.483, -1.376], [2.036, -0.984, -0.678], [-2.336, -6.458, 3.689], [-0.776, -3.458, 6.350], [-1.954, -1.665, 0.984], [-0.012, -2.138, 4.385], [-3.087, 3.795, -1.526], [-4.773, 4.283, -3.136], [2.020, 2.719, -1.493], [-1.593, -5.141, 1.735], [6.036, 4.700, -3.171], [-1.082, 2.610, -0.823], [7.579, 4.432, -2.383], [-3.181, -1.191, -1.151], [6.234, 0.203, -2.338], [-5.227, 0.048, -1.784], [6.115, 4.518, -1.380], [-6.477, 4.190, -2.543], [4.019, 3.893, -2.265], [-0.693, -1.291, -0.860], [4.240, -1.045, -1.527], [0.412, 1.414, -1.645]], "forces_ev_per_a": [[0.135, 0.261, 1.490], [0.622, 0.219, -0.550], [-0.044, 0.288, 0.196], [-0.050, 1.003, 1.060], [0.037, 0.839, -0.086], [0.812, -0.493, 0.233], [0.590, 0.852, -1.084], [-1.218, 0.690, -0.042], [0.324, 0.454, 0.181], [0.312, 0.505, -0.091], [-0.246, -0.533, -0.082], [1.867, 0.423, -0.114], [-0.026, -0.654, -0.178], [0.056, -0.048, -0.040], [-0.079, -0.137, -0.236], [-2.550, 0.013, -0.536], [-1.394, -4.677, 0.146], [-1.058, 0.499, 0.030], [0.775, 1.338, 0.207], [1.860, 1.024, -0.305], [-1.080, -0.385, -0.553], [-0.865, -0.364, 0.737], [0.542, -0.073, 0.192], [-0.352, -1.137, -0.089], [0.376, -0.193, -0.385], [0.743, 0.118, 0.429], [0.028, 0.161, -0.043], [-0.604, -0.500, 0.368], [-0.061, -0.479, 0.025], [-0.171, 0.129, 0.478], [2.427, -0.910, 0.459], [-0.556, 0.535, 0.157], [-0.161, -0.248, -0.346], [-0.277, -0.244, 0.723], [-0.015, 0.144, -0.012], [-0.061, -0.050, -0.448], [0.106, 1.088, -0.787], [0.011, 0.030, -0.137], [0.043, -0.316, 0.034], [-0.293, -0.194, 0.373], [0.370, -0.545, -0.186], [-0.001, 0.080, -0.067], [-0.196, -0.022, 0.062], [-0.196, -0.407, 0.038], [0.096, -0.071, 0.060], [0.102, 0.182, -0.035], [-0.239, 0.049, 0.142], [0.036, 0.007, -0.050], [-0.056, -0.098, -0.110], [0.183, 0.206, -0.027], [-0.170, -0.628, 0.202], [-0.085, 2.106, -1.932], [-0.176, 0.292, -0.136], [-0.174, -0.130, 0.664]], "nbo_charge": [0.007, 2.119, -0.496, -0.931, -0.489, -0.934, -0.283, -0.513, -0.159, -0.261, -0.109, -0.309, -0.255, -0.140, -0.108, -0.155, -0.160, -0.177, -0.267, -0.031, 0.326, 0.267, -0.170, -0.335, -0.190, 0.322, -0.175, -0.183, -0.260, -0.122, -0.257, -0.313, 0.182, 0.214, 0.237, 0.239, 0.216, 0.239, 0.223, 0.184, 0.209, 0.252, 0.179, 0.208, 0.202, 0.214, 0.226, 0.228, 0.185, 0.206, 0.218, 0.252, 0.217, 0.215], "homo_energy_ev": -7.55, "energy_ev": -59314.7842, "fmax_ev_per_a": 4.9, "gap_ev": 6.81, "multiplicity": 1}